Record 1
This record from OMol25 describes a structure of composition C20H28F3MoO5S in a non-equilibrium geometry. The level of theory is ωB97M-V with the def2-TZVPD basis set.

Atoms and positions in Å:
1 O -2.75933 1.56821 -2.62106
2 C -1.98507 1.11323 -1.43773
3 C -1.33119 2.49278 -1.21042
4 H -1.31329 0.29595 -1.74546
5 H -2.67605 0.80256 -0.61874
6 C -2.40741 2.95886 -2.32146
7 H -0.32487 2.62632 -1.68006
8 H -1.32071 2.83114 -0.15715
9 C -1.65432 3.58310 -3.48464
10 H -1.01033 2.81479 -3.92992
11 H -1.01265 4.39080 -3.11240
12 H -2.31838 3.98032 -4.27573
13 C -3.68509 3.69265 -1.87014
14 H -3.70729 3.77397 -0.77436
15 H -4.58035 3.11751 -2.16840
16 H -3.77790 4.71039 -2.28257
17 Mo 0.02116 -0.11074 1.78065
18 C 0.97621 1.23758 3.94226
19 C 2.18317 0.51098 3.71993
20 C 2.62830 0.77898 2.39775
21 H 2.75398 0.00385 4.49606
22 C 1.71063 1.72951 1.79658
23 C 0.65810 1.99576 2.74844
24 H -0.07953 2.79211 2.61709
25 H 0.48803 1.33823 4.91391
26 H 3.60064 0.50618 1.97662
27 H 1.90058 2.37648 0.94144
28 C -0.96015 -0.62087 3.77003
29 C -1.74056 0.42674 3.19320
30 C -2.26481 -0.01746 1.94858
31 H -1.99461 1.38598 3.62210
32 C -1.82552 -1.37970 1.74562
33 C -1.03467 -1.75487 2.89503
34 H -0.64438 -2.72984 3.13467
35 H -0.36995 -0.56925 4.68179
36 H -2.90714 0.60645 1.33863
37 H -2.09992 -2.03954 0.93122
38 O 0.25431 -1.66094 -1.88377
39 C 0.12318 -0.83663 -3.10713
40 C 0.63042 -1.59597 -4.35361
41 H 0.79647 0.03695 -3.00130
42 H -0.92946 -0.49894 -3.24344
43 C 1.22730 -2.91076 -3.82712
44 H 1.37990 -1.01891 -4.91266
45 H -0.21136 -1.80202 -5.02395
46 C 1.01057 -2.88540 -2.28978
47 H 2.29187 -2.98883 -4.08662
48 H 0.70085 -3.75794 -4.26777
49 H 2.00905 -2.77005 -1.84736
50 H 0.52906 -3.80685 -1.90794
51 F 4.23013 -4.16285 3.35314
52 C 3.99453 -3.24542 2.39018
53 F 4.60696 -2.07687 2.72711
54 F 4.53141 -3.68244 1.22341
55 S 2.15745 -2.94472 2.29728
56 O 1.55303 -4.25951 2.18493
57 O 1.97029 -2.25696 3.57535
58 O 2.00869 -2.09407 1.09970

Its multiplicity is 3. As for the LUMO energy (spin up / spin down): -6.3223 / -5.6536 eV. The maximum force is 4.0 eV/A. Its gap between HOMO and LUMO (spin up / spin down) is 5.80 / 6.46 eV. As for the charge: +1. Its HOMO energy (spin up / spin down) is -12.118 / -12.116 eV. Its total energy is -52262.541 eV.

Here are the natural (NBO) charges for atoms 1 to 4, given in e:
1 O -0.541
2 C -0.081
3 C -0.479
4 H 0.200


Record 2
This record from OMol25 describes a cluster of 5 separate species, C16H35F3N5O4 in total in a non-equilibrium geometry. The level of theory is ωB97M-V with the def2-TZVPD basis set.

Atoms and positions in Å:
1 N 5.56269 0.85490 -3.97736
2 C 5.72332 1.16610 -5.45616
3 C 7.20429 0.82666 -6.07155
4 C 8.42293 1.77411 -5.52001
5 F 9.82049 1.24820 -5.73784
6 C 8.29397 3.10784 -4.87378
7 F 8.08579 3.38002 -3.43339
8 F 8.37514 4.31863 -5.77373
9 H 4.53216 0.70005 -3.78289
10 H 6.08248 0.00799 -3.65218
11 H 5.85711 1.72855 -3.46122
12 H 4.94164 0.46180 -6.01913
13 H 5.37883 2.27272 -5.72662
14 H 7.10961 0.95560 -7.25428
15 H 7.46102 -0.30143 -5.84151
16 C 1.69489 1.10110 -2.11393
17 O 2.17165 1.37060 -3.20924
18 N 2.36221 1.18025 -0.91025
19 C 1.72489 0.84276 0.34501
20 C 3.74412 1.61427 -0.89847
21 H 0.65168 0.76087 -2.00761
22 H 1.74358 1.72000 0.99790
23 H 2.27801 0.02347 0.81307
24 H 0.68787 0.53296 0.18939
25 H 3.80575 2.61825 -1.32902
26 H 4.33745 0.93042 -1.51286
27 H 4.13614 1.62660 0.12203
28 C 1.66139 -0.98560 3.75387
29 O 2.42903 -0.83452 2.81178
30 N 0.73734 -2.00117 3.87715
31 C -0.13625 -2.10948 5.02643
32 C 0.63535 -2.99188 2.82534
33 H 1.65422 -0.28935 4.60857
34 H 0.04497 -3.06908 5.51887
35 H -1.17474 -2.06016 4.68679
36 H 0.04741 -1.30016 5.73838
37 H 1.60150 -3.49302 2.71325
38 H 0.38801 -2.48929 1.88546
39 H -0.13637 -3.72896 3.06288
40 C -2.13144 -0.05689 1.11659
41 O -1.36381 0.09420 0.17450
42 N -3.05550 -1.07246 1.23987
43 C -3.92909 -1.18077 2.38915
44 C -3.15749 -2.06316 0.18806
45 H -2.13861 0.63936 1.97129
46 H -3.74787 -2.14037 2.88159
47 H -4.96758 -1.13145 2.04951
48 H -3.74543 -0.37145 3.10110
49 H -2.19134 -2.56430 0.07597
50 H -3.40483 -1.56058 -0.75182
51 H -3.92920 -2.80024 0.42560
52 C -7.80631 -1.07712 2.39282
53 O -6.66566 -1.36092 2.04929
54 N -8.46002 0.10049 2.09897
55 C -9.81303 0.35965 2.54391
56 C -7.77390 1.11155 1.32103
57 H -8.41899 -1.77406 2.98800
58 H -10.44713 0.52611 1.66848
59 H -9.81268 1.25382 3.17377
60 H -10.20720 -0.48351 3.11775
61 H -7.49500 0.68689 0.35200
62 H -6.86385 1.41089 1.84958
63 H -8.41561 1.98368 1.16986

As for the LUMO energy: -5.3462 eV. The maximum force is 5.5 eV/A. Its gap between HOMO and LUMO is 5.19 eV. As for the charge: +1. Its HOMO energy is -10.532 eV. Its total energy is -40939.019 eV.

Here are the natural (NBO) charges for atoms 1 to 4, given in e:
1 N -0.722
2 C -0.267
3 C -0.487
4 C 0.238


Record 3
This record from OMol25 describes a cluster of 2 separate species, C2H5O2P in total in a non-equilibrium geometry. The level of theory is ωB97M-V with the def2-TZVPD basis set.

Atoms and positions in Å:
1 C 0.10519 0.31255 -0.21357
2 C 1.49365 -0.34816 -0.45269
3 O 0.00305 1.45559 0.22442
4 O -2.54537 0.31306 -0.12992
5 P -1.40709 -0.84191 -0.07413
6 H 2.22332 0.44996 -0.53769
7 H 1.31669 -0.97406 -1.28124
8 H 1.69078 -0.92980 0.39876
9 H -2.12211 1.18799 0.26349
10 H -0.75811 -0.62522 1.80258

As for the LUMO energy: -0.3749 eV. The maximum force is 3.2 eV/A. Its gap between HOMO and LUMO is 9.18 eV. Its HOMO energy is -9.555 eV. Its total energy is -15536.732 eV. Its relative energy (zero: lowest compared OMol25 entry of this formula, charge and spin) is 44.3 kcal per mole.

Here are the natural (NBO) charges for atoms 1 to 4, given in e:
1 C 0.307
2 C -0.717
3 O -0.581
4 O -0.998


Record 4
This record from OMol25 describes a cluster of 2 separate species, C2H7S2 in total. The level of theory is ωB97M-V with the def2-TZVPD basis set.

Atoms and positions in Å:
1 S -0.51495 -0.12569 -2.60639
2 H 0.20213 0.53676 -3.52788
3 C -0.84111 0.16398 1.06019
4 C 0.46464 -0.54707 0.78817
5 S 1.78450 0.58989 0.22771
6 H -0.71234 0.94087 1.81632
7 H -1.25723 0.63492 0.17691
8 H -1.60030 -0.54440 1.39407
9 H 0.37115 -1.27213 -0.00990
10 H 0.81960 -0.99859 1.71815
11 H 1.28391 0.62145 -1.03735

As for the LUMO energy: 3.6264 eV. The maximum force is 0.6 eV/A. Its gap between HOMO and LUMO is 6.54 eV. As for the charge: -1. Its HOMO energy is -2.915 eV. Its total energy is -23859.201 eV. Its relative energy (zero: lowest compared OMol25 entry of this formula, charge and spin) is 0.3 kcal per mole.

Here are the natural (NBO) charges for atoms 1 to 4, given in e:
1 S -1.025
2 H 0.093
3 C -0.624
4 C -0.503


Record 5
This record from OMol25 describes the ion C5H6N with charge +1 in a non-equilibrium geometry. The level of theory is ωB97M-V with the def2-TZVPD basis set.

Atoms and positions in Å:
1 C 1.36045 0.06349 -0.89564
2 C 0.25848 -0.75732 -1.25414
3 C 0.02192 0.70463 -1.90406
4 C -0.72934 0.22188 -0.72245
5 C 0.49093 -0.69936 1.33775
6 N 0.33931 0.09817 0.18033
7 H 0.52940 1.69635 -1.73793
8 H -0.22198 0.62927 -2.95174
9 H -1.90116 0.10117 -0.57909
10 H 0.35635 -1.80058 0.97385
11 H 1.55429 -0.59463 1.64107
12 H -0.19068 -0.45029 2.23794

As for the LUMO energy: -5.6804 eV. The maximum force is 5.8 eV/A. Its gap between HOMO and LUMO is 9.73 eV. As for the charge: +1. Its HOMO energy is -15.406 eV. Its total energy is -6756.286 eV. Its relative energy (zero: lowest compared OMol25 entry of this formula, charge and spin) is 205.0 kcal per mole.

Here are the natural (NBO) charges for atoms 1 to 4, given in e:
1 C 0.139
2 C 0.063
3 C -0.393
4 C 0.004


Record 6
This record from OMol25 describes the molecule C10F12 in a non-equilibrium geometry. The level of theory is ωB97M-V with the def2-TZVPD basis set.

Atoms and positions in Å:
1 F 0.15105 -1.35846 4.10458
2 F -0.72591 1.26635 3.93033
3 F 0.59325 -2.63930 1.75436
4 F -0.50623 2.61197 1.71610
5 F 1.36728 -1.76362 -1.23289
6 F -0.60426 -2.63609 -0.77339
7 F 1.25030 2.14649 -0.77358
8 F -1.03142 2.19695 -0.97947
9 F -0.23543 -1.37312 -3.35052
10 F -1.76316 -0.49061 -2.00034
11 F -0.26169 1.43364 -3.35775
12 F 1.66064 0.42591 -2.57257
13 C 0.05529 -0.70916 2.83607
14 C -0.22370 0.70208 2.81823
15 C 0.27440 -1.38055 1.60395
16 C -0.20889 1.34707 1.65748
17 C 0.06090 -0.65685 0.45506
18 C 0.06030 0.74893 0.39367
19 C 0.10182 -1.42263 -0.93523
20 C 0.09019 1.49331 -0.88790
21 C -0.42182 -0.64554 -2.16450
22 C 0.31708 0.70323 -2.24171

As for the LUMO energy: -0.7106 eV. The maximum force is 4.9 eV/A. Its gap between HOMO and LUMO is 9.90 eV. Its SMILES is Fc1c(F)c(F)c2c(c1F)C(F)(F)C(F)(F)C(F)(F)C2(F)F. Its HOMO energy is -10.614 eV. Its total energy is -42977.316 eV.

Here are the natural (NBO) charges for atoms 1 to 4, given in e:
1 F -0.297
2 F -0.274
3 F -0.263
4 F -0.284


Record 7
This record from OMol25 describes the ion C5H13N2 with charge +1 in a non-equilibrium geometry. The level of theory is ωB97M-V with the def2-TZVPD basis set.

Atoms and positions in Å:
1 C 0.26293 -1.03011 -1.95564
2 C 1.17203 -1.25370 -0.75604
3 C 0.63279 -0.93742 0.66233
4 C 0.75684 0.50694 1.12142
5 N -2.10030 0.80383 1.02205
6 C -1.29234 1.65851 0.41529
7 N 0.00168 1.55214 0.34826
8 H -0.40330 -0.16232 -1.81508
9 H -0.47470 -1.80669 -2.15239
10 H 0.82627 -0.71638 -2.83029
11 H 2.06419 -0.62967 -0.88363
12 H 1.51867 -2.28376 -0.69283
13 H 1.30286 -1.43882 1.36180
14 H -0.37092 -1.35494 0.75064
15 H 0.35792 0.63124 2.13056
16 H 1.79420 0.81050 1.01381
17 H -1.77684 0.18582 1.76750
18 H -3.06657 1.11039 1.10068
19 H -1.76737 2.38450 -0.23140
20 H 0.56198 1.96994 -0.37704

As for the LUMO energy: -3.6228 eV. The maximum force is 1.6 eV/A. Its gap between HOMO and LUMO is 11.23 eV. Its SMILES is CCCC/[NH+]=C\N. As for the charge: +1. Its HOMO energy is -14.857 eV. Its total energy is -8369.732 eV. Its relative energy (zero: lowest compared OMol25 entry of this formula, charge and spin) is 24.9 kcal per mole.

Here are the natural (NBO) charges for atoms 1 to 4, given in e:
1 C -0.617
2 C -0.406
3 C -0.419
4 C -0.232